Computed, not measured: a cluster of 2 separate species, C27H29OSi in total in a non-equilibrium geometry, with the ωB97M-V functional and the def2-TZVPD basis.

Each atom is followed by the atoms it is bonded to, with distances in Å.
Geometry (Å):
1 C 2.153 -0.281 -1.220  C2 1.422, C8 1.399, H16 1.095
2 C 3.283 -1.144 -1.212  C1 1.422, C3 1.434, C7 1.432
3 C 4.568 -0.531 -1.392  C2 1.434, C4 1.390, H17 1.097
4 C 5.687 -1.301 -1.686  C3 1.390, C5 1.407, H18 1.091
5 C 5.581 -2.699 -1.803  C4 1.407, C6 1.399, H19 1.090
6 C 4.364 -3.323 -1.508  C5 1.399, C7 1.397, H20 1.094
7 C 3.283 -2.567 -1.048  C2 1.432, C6 1.397, H21 1.091
8 C 0.801 -0.608 -1.370  C1 1.399, C9 1.382, H22 1.098
9 C 0.194 -1.815 -1.077  C8 1.382, C10 1.476, H23 1.097
10 C -1.199 -2.192 -1.387  C9 1.476, C11 1.415, C15 1.415
11 C -1.488 -2.575 -2.718  C10 1.415, C12 1.391, H24 1.095
12 C -2.757 -3.017 -3.081  C11 1.391, C13 1.402, H25 1.094
13 C -3.774 -3.070 -2.117  C12 1.402, C14 1.398, H26 1.087
14 C -3.490 -2.764 -0.783  C13 1.398, C15 1.395, H27 1.091
15 C -2.207 -2.363 -0.409  C10 1.415, C14 1.395, H28 1.090
16 H 2.373 0.791 -1.171  C1 1.095
17 H 4.636 0.560 -1.303  C3 1.097
18 H 6.655 -0.820 -1.836  C4 1.091
19 H 6.441 -3.295 -2.105  C5 1.090
20 H 4.266 -4.409 -1.600  C6 1.094
21 H 2.482 -3.067 -0.501  C7 1.091
22 H 0.159 0.225 -1.682  C8 1.098
23 H 0.839 -2.695 -0.971  C9 1.097
24 H -0.680 -2.535 -3.455  C11 1.095
25 H -2.941 -3.345 -4.109  C12 1.094
26 H -4.770 -3.393 -2.405  C13 1.087
27 H -4.262 -2.858 -0.017  C14 1.091
28 H -1.997 -2.173 0.644  C15 1.090
29 C -1.341 2.929 -2.219  Si30 1.856, H43 1.099, H44 1.100, H45 1.099
30 Si -1.970 2.425 -0.547  C29 1.856, C31 1.852, C32 1.853, O33 1.705
31 C -2.438 3.863 0.521  Si30 1.852, H46 1.097, H47 1.094, H48 1.095
32 C -3.324 1.159 -0.561  Si30 1.853, H49 1.097, H50 1.095, H51 1.097
33 O -0.602 1.634 0.096  Si30 1.705, C34 1.341
34 C -0.273 0.999 1.229  O33 1.341, C35 1.379, C42 1.465
35 C -0.253 -0.357 1.479  C34 1.379, C36 1.486, H52 1.065
36 C 0.014 -0.614 2.918  C35 1.486, C37 1.515, H53 1.099, H54 1.101
37 C 0.234 0.780 3.469  C36 1.515, C38 1.387, C42 1.394
38 C 0.460 1.186 4.775  C37 1.387, C39 1.408, H55 1.092
39 C 0.652 2.554 5.048  C38 1.408, C40 1.411, H56 1.094
40 C 0.562 3.498 4.003  C39 1.411, C41 1.401, H57 1.095
41 C 0.278 3.086 2.695  C40 1.401, C42 1.398, H58 1.091
42 C 0.113 1.719 2.446  C34 1.465, C37 1.394, C41 1.398
43 H -2.164 3.341 -2.821  C29 1.099
44 H -0.567 3.702 -2.108  C29 1.100
45 H -0.911 2.068 -2.749  C29 1.099
46 H -3.418 4.241 0.202  C31 1.097
47 H -2.514 3.542 1.564  C31 1.094
48 H -1.705 4.675 0.464  C31 1.095
49 H -4.304 1.597 -0.785  C32 1.097
50 H -3.124 0.372 -1.297  C32 1.095
51 H -3.377 0.703 0.435  C32 1.097
52 H -0.451 -1.150 0.797  C35 1.065
53 H -0.858 -1.077 3.401  C36 1.099
54 H 0.868 -1.279 3.116  C36 1.101
55 H 0.501 0.445 5.577  C38 1.092
56 H 0.844 2.875 6.076  C39 1.094
57 H 0.696 4.561 4.226  C40 1.095
58 H 0.175 3.791 1.868  C41 1.091

Calculated values
Molecular weight (g mol⁻¹): 397.61
HOMO-LUMO gap (eV): 4.5
Charge: +1
HOMO energy (eV): -10.37